Entry 1:
Entry from the OMol25 dataset: a molecular structure, C3H4NO (ωB97M-V with the def2-TZVPD basis set).

Charge = +1
Energy = -6701.202 eV
Relative energy (zero: lowest compared OMol25 entry of this formula, charge and spin) = 3.4678 eV
Multiplicity = 1
Frontier orbital gap = 8.0 eV

Last column: Mulliken charge in e.
Geometry (Å):
O1 -1.721 0.034 -0.512  -0.050
H1 1.432 0.152 0.429  0.428
C1 0.442 0.164 0.001  -0.046
H2 0.901 0.508 -2.559  0.567
N1 0.281 0.347 -1.352  -0.165
H3 -1.112 0.478 1.459  0.340
C2 -0.834 -0.128 0.585  -0.263
H4 -0.839 -1.177 0.944  0.306
C3 -1.126 0.291 -1.596  -0.117

Entry 2:
Entry from the OMol25 dataset: 2 unconnected molecules or ions with the total composition C3H4NO2 (ωB97M-V with the def2-TZVPD basis set).

Charge = -1
Energy = -8759.372 eV
Relative energy (zero: lowest compared OMol25 entry of this formula, charge and spin) = 3.0390 eV
Multiplicity = 1
Frontier orbital gap = 6.2 eV

Last column: Mulliken charge in e.
Geometry (Å):
H1 0.447 -1.329 0.942  0.016
H2 1.893 -1.466 -0.198  0.159
O1 -2.552 -0.944 0.194  -0.466
C1 -2.077 0.120 0.107  0.681
N1 0.151 -0.199 -0.943  -0.689
H3 0.369 1.401 0.500  0.079
H4 1.888 1.267 -0.675  0.090
C2 0.948 0.661 -0.177  -0.086
C3 1.023 -0.782 0.018  -0.341
O2 -2.091 1.273 0.232  -0.444

Entry 3:
Entry from the OMol25 dataset: 2 unconnected molecules or ions with the total composition C3H4NO2 (ωB97M-V with the def2-TZVPD basis set).

Charge = -1
Energy = -8755.351 eV
Relative energy (zero: lowest compared OMol25 entry of this formula, charge and spin) = 7.0598 eV
Multiplicity = 1
Frontier orbital gap = 7.7 eV

Last column: Mulliken charge in e.
Geometry (Å):
H1 -0.138 1.664 0.479  0.079
C1 0.721 -0.260 -0.053  0.044
H2 2.707 -1.104 -0.092  0.302
O1 -2.418 -1.191 0.087  -0.528
O2 -3.276 0.740 0.040  -0.561
H3 0.003 -1.096 -0.043  0.244
H4 2.735 0.581 -0.041  0.199
C2 -0.143 0.894 -0.412  -0.194
C3 2.069 -0.292 -0.067  -0.864
N1 -2.259 0.063 0.103  0.279

Entry 4:
Entry from the OMol25 dataset: 2 unconnected molecules or ions with the total composition C3H4NO2 (ωB97M-V with the def2-TZVPD basis set).

Charge = +1
Energy = -8751.584 eV
Relative energy (zero: lowest compared OMol25 entry of this formula, charge and spin) = 1.4042 eV
Multiplicity = 1
Frontier orbital gap = 10.6 eV

Last column: Mulliken charge in e.
Geometry (Å):
H1 1.970 1.099 0.415  0.330
N1 0.533 -1.745 -0.048  -0.031
C1 -2.282 0.422 -0.123  0.685
O1 2.105 0.655 -0.445  -0.647
H2 -1.111 0.226 1.574  0.387
C2 -1.212 -0.018 0.511  -0.602
O2 -3.282 0.897 -0.446  -0.143
C3 -0.270 -0.940 0.123  0.327
H3 1.383 -2.006 -0.502  0.359
H4 2.166 1.410 -1.058  0.336

Entry 5:
Entry from the OMol25 dataset: a gas-phase ion, C3H4NO2S (charge -1) (ωB97M-V with the def2-TZVPD basis set).

Charge = -1
Energy = -19596.364 eV
Relative energy (zero: lowest compared OMol25 entry of this formula, charge and spin) = 0.9212 eV
SMILES = O[C@H]1OCN=C1[S-]
Multiplicity = 1
Frontier orbital gap = 7.2 eV

Last column: Mulliken charge in e.
Geometry (Å):
O1 -0.327 -1.933 0.247  -0.500
C1 -0.792 -0.578 -0.092  -0.002
H1 -1.882 -0.631 -0.094  0.302
H2 -0.076 2.149 0.866  0.255
N1 0.831 0.971 -0.557  -0.540
O2 -0.575 0.176 1.050  -0.356
S1 0.545 -0.657 -2.656  -0.503
C2 0.166 0.067 -1.185  -0.044
H3 1.183 1.045 1.341  0.298
C3 0.350 1.123 0.777  -0.236
H4 0.577 -1.733 0.305  0.326

Entry 6:
Entry from the OMol25 dataset: a gas-phase ion, C3H4NO2S (charge -1) (ωB97M-V with the def2-TZVPD basis set).

Charge = -1
Energy = -19596.342 eV
Relative energy (zero: lowest compared OMol25 entry of this formula, charge and spin) = 0.9432 eV
SMILES = CS[C@@H]([O-])N=C=O
Multiplicity = 1
Frontier orbital gap = 7.7 eV

Last column: Mulliken charge in e.
Geometry (Å):
S1 -1.125 -1.268 -0.114  -0.288
H1 -1.765 1.084 -0.014  0.216
C1 0.473 -0.115 -0.865  0.126
C2 -2.019 0.123 0.590  -0.654
O1 3.868 0.289 0.615  -0.593
N1 1.705 -0.477 0.021  -0.250
H2 -1.767 0.456 1.653  0.207
O2 0.112 1.031 -1.004  -0.641
H3 -3.144 -0.253 0.547  0.191
C3 2.767 -0.045 0.331  0.513
H4 0.894 -0.825 -1.759  0.173

Entry 7:
Entry from the OMol25 dataset: a gas-phase ion, C3H4NO3 (charge -1) (ωB97M-V with the def2-TZVPD basis set).

Charge = -1
Energy = -10810.117 eV
Relative energy (zero: lowest compared OMol25 entry of this formula, charge and spin) = 1.0703 eV
SMILES = O=CCNC(=O)[O-]
Multiplicity = 1
Frontier orbital gap = 8.3 eV

Last column: Mulliken charge in e.
Geometry (Å):
H1 0.059 1.829 -0.621  0.308
O1 -0.505 -1.794 -0.682  -0.722
C1 1.454 0.429 0.080  0.091
O2 2.350 1.218 0.274  -0.535
H2 -1.127 0.646 1.122  0.236
O3 -1.838 -1.689 1.127  -0.758
H3 1.568 -0.655 0.269  0.352
C2 0.108 0.757 -0.518  -0.528
H4 0.112 0.224 -1.473  0.286
N1 -1.029 0.237 0.204  -0.296
C3 -1.151 -1.203 0.216  0.566

Entry 8:
Entry from the OMol25 dataset: a gas-phase ion, C3H4NO3 (charge -1) (ωB97M-V with the def2-TZVPD basis set).

Charge = -1
Energy = -10808.284 eV
Relative energy (zero: lowest compared OMol25 entry of this formula, charge and spin) = 2.9033 eV
SMILES = CO[C@@H]([O-])N=C=O
Multiplicity = 1
Frontier orbital gap = 8.4 eV

Last column: Mulliken charge in e.
Geometry (Å):
O1 0.026 0.361 -0.780  -0.308
H1 -0.949 -1.543 -0.152  0.191
C1 0.753 1.472 -0.300  0.169
C2 -0.681 -0.427 0.175  -0.575
H2 0.884 2.025 -1.333  0.188
C3 2.755 -0.177 -0.074  0.567
O2 0.488 1.875 0.839  -0.717
H3 -0.054 -0.474 1.052  0.276
H4 -1.679 0.063 0.467  0.197
N1 2.248 0.838 -0.458  -0.384
O3 3.426 -1.135 0.106  -0.604

Entry 9:
Entry from the OMol25 dataset: 2 unconnected molecules or ions with the total composition C3H4NO3 (ωB97M-V with the def2-TZVPD basis set).

Charge = -1
Energy = -10805.267 eV
Relative energy (zero: lowest compared OMol25 entry of this formula, charge and spin) = 5.9199 eV
Multiplicity = 1
Frontier orbital gap = 5.9 eV

Last column: Mulliken charge in e.
Geometry (Å):
C1 0.386 -1.225 -0.485  -1.059
H1 0.364 -1.866 0.465  0.298
C2 0.836 0.192 -0.052  0.257
H2 -0.764 -1.157 -0.834  0.147
H3 0.975 -1.734 -1.397  0.191
O1 1.345 1.469 -2.775  -0.243
O2 1.502 0.168 1.192  -0.308
C3 2.216 1.667 -2.046  0.458
N1 0.091 0.547 1.256  -0.626
H4 0.004 1.594 1.304  0.248
O3 3.237 1.989 -1.591  -0.362

Entry 10:
Entry from the OMol25 dataset: a gas-phase ion, C3H4NO3 (charge -1) (ωB97M-V with the def2-TZVPD basis set).

Charge = -1
Energy = -10807.442 eV
Relative energy (zero: lowest compared OMol25 entry of this formula, charge and spin) = 3.7450 eV
Multiplicity = 1
Frontier orbital gap = 7.1 eV

Last column: Mulliken charge in e.
Geometry (Å):
O1 -2.142 -0.193 2.445  -0.598
O2 -0.140 -0.003 -1.624  -0.147
H1 1.735 -0.139 -0.713  0.339
C1 -0.767 0.595 -0.634  -0.383
C2 1.258 -0.593 -1.538  -0.680
H2 1.748 -0.432 -2.515  0.215
N1 -0.487 0.318 0.677  -0.049
H3 1.189 -1.710 -1.439  0.216
H4 0.292 -0.413 0.885  0.144
C3 -1.495 0.734 2.043  0.530
O3 -1.192 1.834 2.415  -0.587